Entry 1:
Entry from OMol25: a molecular structure, C30H33AsCuF6N4 (ωB97M-V with the def2-TZVPD basis set).

The geometry in XYZ format:
```
75
Properties=species:S:1:pos:R:3
Cu 0.24 0.15 0.36
F -0.60 0.99 -1.27
As -0.53 2.35 -2.46
F -0.10 3.35 -1.11
F 1.14 1.96 -2.67
F -0.44 3.65 -3.56
F -0.94 1.21 -3.68
F -2.19 2.64 -2.12
N -3.26 3.59 5.27
C -3.96 3.73 6.45
C -4.22 4.82 7.27
C -5.00 4.58 8.38
C -5.51 3.30 8.66
C -5.24 2.23 7.85
C -4.45 2.44 6.72
N -4.05 1.56 5.73
C -3.35 2.27 4.90
C -2.71 1.73 3.69
C -2.23 2.55 2.67
C -1.61 1.97 1.58
N -1.42 0.66 1.47
C -1.93 -0.14 2.43
C -2.59 0.36 3.54
H -2.73 4.31 4.80
H -3.83 5.81 7.05
H -5.24 5.40 9.05
H -6.13 3.17 9.54
H -5.63 1.24 8.06
H -2.35 3.63 2.70
H -1.25 2.58 0.75
H -1.78 -1.20 2.30
H -2.99 -0.30 4.29
C 1.44 1.46 5.07
C 2.39 1.02 3.98
C 3.77 1.10 4.15
C 4.65 0.68 3.14
C 6.14 0.76 3.34
C 4.14 0.18 1.96
C 2.74 0.11 1.73
C 1.90 0.51 2.80
N 2.12 -0.31 0.59
C 2.82 -0.84 -0.59
C 3.65 -2.10 -0.27
C 4.29 -2.64 -1.55
C 3.19 -3.05 -2.54
C 2.35 -1.82 -2.88
C 3.23 -0.75 -3.53
C 4.33 -0.34 -2.54
C 5.18 -1.56 -2.18
C 3.69 0.24 -1.28
C 1.74 -1.25 -1.60
H 1.94 1.53 6.03
H 0.60 0.77 5.16
H 1.03 2.45 4.83
H 4.18 1.50 5.07
H 6.40 1.17 4.31
H 6.60 1.38 2.57
H 6.59 -0.24 3.26
H 4.84 -0.13 1.21
H 0.83 0.40 2.67
H 2.98 -2.85 0.17
H 4.43 -1.90 0.47
H 4.90 -3.52 -1.30
H 2.56 -3.83 -2.10
H 3.64 -3.46 -3.45
H 1.55 -2.10 -3.57
H 2.63 0.12 -3.80
H 3.69 -1.14 -4.45
H 4.96 0.43 -3.00
H 5.97 -1.28 -1.48
H 5.66 -1.96 -3.08
H 3.04 1.09 -1.54
H 4.46 0.62 -0.62
H 1.08 -1.99 -1.14
H 1.14 -0.37 -1.86
```

**Kohn-Sham gap (alpha / beta)**: 7.96 / 6.90 eV
**E_HOMO (alpha / beta)**: -8.62 / -8.94 eV
**2S+1**: 2
**Relative energy (zero: lowest compared OMol25 entry of this formula, charge and spin)**: 0.0 kJ/mol

***

Entry 2:
Entry from OMol25: 2 unconnected molecules or ions with the total composition C7H8IO2P at a distorted geometry (ωB97M-V with the def2-TZVPD basis set).

The geometry in XYZ format:
```
19
Properties=species:S:1:pos:R:3
C -2.33 1.01 2.47
C -3.32 0.70 1.55
C -0.96 0.99 2.15
C -2.88 0.12 0.33
C -0.57 0.39 0.96
C -1.56 -0.07 0.07
C 2.23 -1.89 -0.13
O 0.67 0.17 -2.73
O -1.18 -0.78 -1.14
P 0.27 -0.93 -1.84
I 3.68 -0.31 -0.35
H -2.61 1.39 3.36
H -4.34 0.93 1.68
H -0.28 1.18 2.90
H -3.70 -0.04 -0.39
H 0.48 0.17 0.71
H 2.08 -2.21 0.94
H 2.60 -2.69 -0.76
H 0.23 -2.20 -2.44
```

**Kohn-Sham gap (alpha / beta)**: 7.62 / 7.62 eV
**E_HOMO (alpha / beta)**: -8.49 / -8.49 eV
**Relative energy (zero: lowest compared OMol25 entry of this formula, charge and spin)**: 294.5 kJ/mol

***

Entry 3:
Entry from OMol25: a molecular structure, C36H44KN15OS (ωB97M-V with the def2-TZVPD basis set).

The geometry in XYZ format:
```
98
Properties=species:S:1:pos:R:3
K -0.48 0.35 -0.04
C -2.73 -2.44 -0.26
C -1.46 -3.29 -0.29
N -0.24 -2.51 -0.35
C 0.81 -2.85 0.60
C 0.38 -2.61 2.05
N -0.20 -1.30 2.25
C -1.47 -1.21 2.93
C -2.61 -1.88 2.16
N -2.73 -1.40 0.78
H -2.84 -1.94 -1.22
H -3.59 -3.13 -0.16
H -1.43 -3.93 0.60
H -1.55 -3.98 -1.14
H 0.13 -2.44 -1.28
H 1.15 -3.89 0.51
H 1.66 -2.20 0.38
H -0.34 -3.37 2.36
H 1.26 -2.77 2.69
H 0.48 -0.62 2.57
H -1.47 -1.65 3.95
H -1.71 -0.15 3.05
H -2.47 -2.96 2.16
H -3.54 -1.70 2.71
H -3.56 -0.84 0.68
C 5.87 -2.09 -0.17
C 5.83 -0.57 -0.34
N 4.75 0.05 0.41
C 3.45 0.09 0.01
S 2.36 0.91 1.07
N 3.22 -0.49 -1.16
N 1.97 -0.30 -1.66
C 1.76 -0.89 -2.79
C 2.78 -1.78 -3.44
C 0.50 -0.57 -3.51
C 0.45 -0.69 -4.90
C -0.70 -0.30 -5.58
C -1.77 0.19 -4.85
C -1.63 0.26 -3.48
N -0.54 -0.10 -2.81
H 6.68 -2.52 -0.76
H 4.93 -2.53 -0.51
H 6.02 -2.36 0.87
H 5.70 -0.32 -1.39
H 6.76 -0.12 0.01
H 4.93 0.38 1.34
H 3.30 -2.36 -2.68
H 3.55 -1.19 -3.95
H 2.33 -2.46 -4.17
H 1.31 -1.05 -5.45
H -0.74 -0.37 -6.66
H -2.68 0.51 -5.33
H -2.45 0.64 -2.87
C 1.35 3.92 4.63
N 0.55 3.48 3.51
C -0.03 2.29 3.29
N -0.64 2.28 2.12
C -0.38 3.53 1.64
N 0.33 4.29 2.45
C 2.80 3.53 4.54
C 3.51 3.26 5.70
C 4.86 2.94 5.64
C 5.51 2.88 4.42
C 4.80 3.14 3.26
C 3.45 3.47 3.31
C 5.48 3.06 1.97
N 6.71 2.74 1.74
N 6.88 2.80 0.36
C 5.74 3.16 -0.12
O 4.81 3.35 0.84
C 5.35 3.33 -1.52
C 6.25 3.86 -2.44
C 5.87 3.99 -3.76
C 4.61 3.57 -4.17
C 3.72 3.01 -3.26
C 2.43 2.41 -3.77
N 1.21 2.86 -3.11
C 0.79 2.69 -1.85
N -0.44 3.15 -1.71
C -0.73 3.61 -2.95
N 0.23 3.46 -3.84
C 4.09 2.90 -1.93
H 0.91 3.52 5.54
H 1.24 5.01 4.67
H 0.02 1.48 4.00
H -0.71 3.87 0.67
H 3.01 3.29 6.66
H 5.41 2.72 6.55
H 6.56 2.62 4.36
H 2.90 3.65 2.40
H 7.23 4.17 -2.11
H 6.55 4.42 -4.49
H 4.32 3.66 -5.21
H 2.48 1.33 -3.67
H 2.29 2.65 -4.82
H 1.38 2.20 -1.09
H -1.67 4.07 -3.21
H 3.44 2.45 -1.19
```

**Kohn-Sham gap**: 7.34 eV
**E_HOMO**: -7.16 eV
**Relative energy (zero: lowest compared OMol25 entry of this formula, charge and spin)**: 0.0 kJ/mol

***

Entry 4:
Entry from OMol25: a molecular structure, CH6N2OS at a distorted geometry (ωB97M-V with the def2-TZVPD basis set).

The geometry in XYZ format:
```
11
Properties=species:S:1:pos:R:3
C 0.75 -0.18 -0.25
N -1.88 0.88 -0.06
N 0.73 -0.83 1.52
O -1.48 -1.51 -0.70
S -0.99 -0.11 -0.76
H 1.17 0.73 -0.28
H 1.24 -0.91 -0.72
H -1.59 1.79 -0.17
H 0.21 -1.71 1.53
H 0.08 -0.14 1.86
H -0.88 0.21 -2.03
```

**Kohn-Sham gap**: 10.56 eV
**E_HOMO**: -10.20 eV
**Relative energy (zero: lowest compared OMol25 entry of this formula, charge and spin)**: 446.6 kJ/mol

***

Entry 5:
Entry from OMol25: a single CH2N4O2 molecule at a distorted geometry (ωB97M-V with the def2-TZVPD basis set).

The geometry in XYZ format:
```
9
Properties=species:S:1:pos:R:3
C 1.02 1.11 0.01
N 1.58 2.04 0.38
N -1.29 0.37 -0.12
N -0.04 0.04 -0.52
N 0.57 -1.27 -0.07
O 1.76 -1.23 -0.31
O -0.17 -1.98 0.50
H -1.93 0.91 -0.68
H -1.51 0.02 0.81
```

**Kohn-Sham gap**: 10.10 eV
**E_HOMO**: -10.61 eV
**Relative energy (zero: lowest compared OMol25 entry of this formula, charge and spin)**: 521.6 kJ/mol

***

Entry 6:
Entry from OMol25: 3 unconnected molecules or ions with the total composition C6H16N2 at a distorted geometry (ωB97M-V with the def2-TZVPD basis set).

The geometry in XYZ format:
```
24
Properties=species:S:1:pos:R:3
C -2.79 -1.57 0.31
C -1.42 -2.07 -0.12
N -0.34 -1.13 0.21
C 0.55 -1.64 1.26
C 0.44 -0.75 -0.96
C 1.33 0.48 -0.71
N 2.04 0.84 0.24
C 1.47 4.12 0.09
H -3.19 -0.85 -0.40
H -2.75 -1.22 1.34
H -3.50 -2.40 0.37
H -1.38 -2.28 -1.20
H -1.25 -3.06 0.32
H 0.12 -1.44 2.25
H 1.47 -1.07 1.12
H 0.77 -2.71 1.24
H 1.05 -1.64 -1.23
H -0.14 -0.52 -1.84
H 0.00 1.63 -0.93
H 1.63 0.90 -1.71
H 2.54 3.99 -0.09
H 1.25 4.96 0.75
H 0.93 4.26 -0.84
H 1.19 3.16 0.53
```

**Kohn-Sham gap**: 6.23 eV
**E_HOMO**: -8.31 eV
**Relative energy (zero: lowest compared OMol25 entry of this formula, charge and spin)**: 713.9 kJ/mol

***

Entry 7:
Entry from OMol25: 2 unconnected molecules or ions with the total composition C4H12N2O2 at a distorted geometry (ωB97M-V with the def2-TZVPD basis set).

The geometry in XYZ format:
```
20
Properties=species:S:1:pos:R:3
N -0.47 0.43 1.25
C 0.66 0.20 0.35
C 0.23 -0.82 -0.70
C -0.10 -2.20 -0.19
O -1.15 -2.84 -0.61
C 1.28 1.48 -0.25
N 1.78 2.33 0.80
H -0.18 1.01 2.02
H -1.20 0.93 0.75
H 1.46 -0.27 0.93
H 1.03 -0.87 -1.50
H -0.60 -0.50 -1.35
H 0.74 -2.68 0.31
H 1.98 1.07 -0.99
H 0.43 1.93 -0.76
H 2.38 1.78 1.38
H 2.41 3.09 0.54
H -2.75 -1.56 -0.70
H -4.37 -1.38 -0.86
O -3.57 -1.13 -0.41
```

**Kohn-Sham gap (alpha / beta)**: 3.42 / 6.96 eV
**E_HOMO (alpha / beta)**: 0.27 / -3.34 eV
**2S+1**: 2
**Relative energy (zero: lowest compared OMol25 entry of this formula, charge and spin)**: 164.8 kJ/mol
**Charge**: -1

***

Entry 8:
Entry from OMol25: 10 unconnected molecules or ions with the total composition C5H31N2O9S at a distorted geometry (ωB97M-V with the def2-TZVPD basis set).

The geometry in XYZ format:
```
48
Properties=species:S:1:pos:R:3
C -0.25 1.40 -1.68
N 0.51 2.27 -0.79
C -0.12 2.71 0.46
C -1.65 2.94 0.45
S -2.59 1.43 0.63
C 0.55 0.98 -2.89
N 1.53 -0.10 -2.58
C -0.37 0.29 -3.89
H -0.67 0.58 -1.10
H -1.15 1.97 -1.96
H 1.01 3.04 -1.21
H 0.09 1.96 1.24
H 0.44 3.50 0.99
H -1.86 3.60 -0.42
H -1.89 3.65 1.24
H 1.07 1.83 -3.32
H 2.39 0.23 -2.17
H 1.14 -0.54 -1.73
H -1.09 0.85 -4.51
H -0.97 -0.49 -3.42
H 0.22 -0.26 -4.63
H 0.12 -3.09 -0.12
H 0.32 -2.17 1.12
O 0.79 -2.64 0.41
H 2.80 -0.92 1.69
H 2.48 -2.30 1.34
O 2.65 -1.77 2.14
H -2.44 -1.12 -0.86
H -2.28 -2.02 0.35
O -2.26 -2.05 -0.62
H -1.62 -0.64 2.67
H -0.98 0.33 1.77
O -0.82 -0.57 2.13
H 2.42 1.29 1.19
H 2.04 1.28 -0.30
O 2.71 0.95 0.35
H 1.90 -2.25 -2.79
H 2.92 -2.46 -1.62
O 2.80 -2.48 -2.58
H -1.88 -2.52 2.29
H -0.95 -3.55 2.61
O -1.49 -3.29 1.87
H -4.21 -0.99 2.25
H -3.50 0.39 2.25
O -3.68 -0.44 2.82
H 1.26 0.27 4.05
H 2.59 0.15 3.21
O 2.00 0.75 3.66
```

**Kohn-Sham gap**: 7.25 eV
**E_HOMO**: -4.35 eV
**Relative energy (zero: lowest compared OMol25 entry of this formula, charge and spin)**: 3.7 kJ/mol
**Charge**: -1